(1)
C4H6O2 | wB97M-V/def2-TZVPD

Structure (XYZ):
```
12
C4H6O2, DFT wB97M-V/def2-TZVPD
C 0.396 -0.797 -1.359
C -0.424 -0.945 -0.094
O -0.709 -2.044 0.350
C -0.749 0.293 0.688
C 0.317 1.212 1.117
O -0.551 1.538 0.068
H 1.458 -0.451 -1.115
H -0.115 -0.005 -2.015
H 0.394 -1.788 -1.870
H -1.572 0.169 1.372
H 0.199 1.802 1.998
H 1.356 1.018 0.859
```

Output
Charge ... 0
HOMO ... -9.89 eV
SMILES string ... CC(=O)[C@H]1CO1
E ... -8338.6138 eV
Kohn-Sham gap ... 10.825 eV

Atomic partial charges in e from the Mulliken method, atoms 1 to 6:
1. C -0.93
2. C 0.45
3. O -0.56
4. C 0.17
5. C -0.42
6. O -0.41



(2)
C3H12N2 | wB97M-V/def2-TZVPD

Structure (XYZ):
```
17
C3H12N2, DFT wB97M-V/def2-TZVPD
C 0.892 0.516 -1.559
N 1.461 -0.376 -2.545
H -0.211 0.492 -1.619
H 1.261 1.561 -1.618
H 1.036 0.106 -0.533
H 0.778 -0.779 -3.175
H 2.124 -0.929 -2.012
C -0.830 -1.290 1.204
C -1.324 0.141 1.537
N -0.317 1.206 1.449
H 0.093 -1.494 1.773
H -1.630 -1.953 1.498
H -0.554 -1.372 0.141
H -2.130 0.354 0.806
H -1.791 0.004 2.509
H 0.216 1.146 2.315
H 0.252 0.942 0.650
```

Output
Spin multiplicity ... 2
Charge ... +1
HOMO (spin up / spin down) ... -15.69 / -12.91 eV
E ... -6275.5427 eV
Kohn-Sham gap (spin up / spin down) ... 12.709 / 3.545 eV

Atomic partial charges in e from the Mulliken method, atoms 1 to 6:
1. C -0.69
2. N -0.31
3. H 0.40
4. H 0.40
5. H 0.19
6. H 0.29



(3)
C17H14Cl2N2O2S2 | wB97M-V/def2-TZVPD

Structure (XYZ):
```
39
C17H14Cl2N2O2S2, DFT wB97M-V/def2-TZVPD
O -1.373 3.713 0.705
S -0.713 2.480 1.033
O -0.718 2.048 2.400
C 0.992 2.601 0.480
C 1.589 3.846 0.448
C 2.918 3.934 0.056
Cl 3.693 5.467 0.001
C 3.633 2.798 -0.296
C 2.997 1.565 -0.254
Cl 3.878 0.160 -0.696
C 1.669 1.448 0.136
N -1.284 1.234 0.097
C -1.896 1.578 -1.177
C -3.017 0.553 -1.376
C -3.378 0.149 0.052
C -2.005 0.151 0.737
C -1.262 -1.132 0.553
N -0.078 -1.237 0.090
C 0.365 -2.529 0.061
C 1.609 -2.957 -0.390
C 1.898 -4.305 -0.353
C 0.970 -5.229 0.124
C -0.271 -4.825 0.576
C -0.568 -3.473 0.543
S -2.021 -2.654 1.035
H 1.014 4.717 0.716
H 4.665 2.874 -0.599
H 1.162 0.493 0.158
H -2.283 2.600 -1.114
H -1.146 1.533 -1.970
H -3.859 0.969 -1.923
H -2.635 -0.313 -1.920
H -3.874 -0.818 0.112
H -4.013 0.906 0.513
H -2.069 0.356 1.811
H 2.320 -2.235 -0.757
H 2.860 -4.652 -0.698
H 1.224 -6.277 0.142
H -0.992 -5.537 0.947
```

Output
Charge ... 0
HOMO ... -9.11 eV
SMILES string ... O=S(=O)(c1cc(Cl)cc(Cl)c1)N1CCC[C@H]1c1nc2ccccc2s1
E ... -71647.2529 eV
Kohn-Sham gap ... 9.591 eV

Atomic partial charges in e from the Mulliken method, atoms 1 to 6:
1. O -0.70
2. S 1.35
3. O -0.71
4. C 0.32
5. C -0.74
6. C 0.29



(4)
C12H31B3O8S3 | wB97M-V/def2-TZVPD

Structure (XYZ):
```
57
C12H31B3O8S3, DFT wB97M-V/def2-TZVPD
C 0.900 2.612 3.256
C 1.968 2.479 2.106
C 1.576 3.239 0.793
C 1.539 2.215 -0.397
B 0.186 1.382 -0.361
O -0.686 1.317 0.768
B -1.272 0.007 0.730
C -0.882 -1.058 1.858
O -0.442 -2.299 1.344
C 0.840 -2.164 0.750
C 1.894 -3.128 1.408
O -2.138 -0.263 -0.367
B -1.643 0.599 -1.371
S -2.816 1.670 -2.410
C -3.282 3.051 -1.280
O -3.997 0.925 -2.903
O -1.982 2.291 -3.485
O -0.243 0.655 -1.523
H 1.344 3.175 4.097
H 0.000 3.145 2.901
H 0.600 1.624 3.640
H 2.910 2.937 2.467
H 2.172 1.407 1.954
H 2.290 4.034 0.525
H 0.561 3.656 0.939
H 1.509 2.804 -1.337
H 2.407 1.528 -0.398
H -1.809 -1.268 2.437
H -0.181 -0.581 2.570
H 1.270 -1.152 0.815
H 0.745 -2.500 -0.302
H 2.583 -3.548 0.661
H 1.356 -3.900 1.982
H 2.498 -2.493 2.083
H -4.263 2.802 -0.846
H -2.549 3.077 -0.448
H -3.262 4.014 -1.806
C 5.063 -1.078 -1.936
S 4.851 -1.213 -0.152
O 3.582 -0.506 0.198
C 6.211 -0.114 0.283
H 4.281 -1.663 -2.417
H 4.978 -0.035 -2.241
H 6.039 -1.475 -2.216
H 6.052 0.867 -0.164
H 7.150 -0.543 -0.068
H 6.239 -0.020 1.368
C -5.079 -3.838 -0.800
S -4.948 -2.047 -0.625
O -5.967 -1.622 0.381
C -5.616 -1.667 -2.253
H -4.752 -4.296 0.132
H -6.114 -4.116 -1.001
H -4.433 -4.170 -1.614
H -6.616 -2.093 -2.349
H -4.955 -2.073 -3.020
H -5.666 -0.588 -2.356
```

Output
Charge ... 0
HOMO ... -8.49 eV
E ... -63864.8849 eV
Kohn-Sham gap ... 8.546 eV

Atomic partial charges in e from the Mulliken method, atoms 1 to 6:
1. C -1.06
2. C 0.09
3. C -0.74
4. C -0.56
5. B -0.10
6. O 0.00



(5)
C17H20BBeClN6 | wB97M-V/def2-TZVPD

Structure (XYZ):
```
46
C17H20BBeClN6, DFT wB97M-V/def2-TZVPD
H -0.157 2.982 0.828
N 0.087 1.946 -0.980
B 0.483 0.865 -3.102
N 0.542 2.185 -2.230
C 0.968 3.463 -2.250
Be -0.765 -0.788 -0.673
H 1.424 3.870 -3.135
C 0.737 4.030 -0.993
H 0.955 5.034 -0.688
C 0.174 3.024 -0.200
H 0.859 1.052 -4.222
C -1.342 -2.090 0.231
H -1.875 -1.591 1.058
H -0.534 -2.667 0.696
H -2.041 -2.784 -0.249
N -0.974 0.309 -3.015
N 1.307 -0.224 -2.346
N -1.530 -0.254 -1.850
N 0.855 -0.790 -1.151
C -1.865 0.209 -4.007
C 2.473 -0.791 -2.688
H -1.582 0.551 -4.987
H 2.947 -0.513 -3.620
C -3.044 -0.328 -3.499
C 2.837 -1.686 -1.687
C -2.810 -0.582 -2.154
C 1.817 -1.646 -0.737
H -3.946 -0.525 -4.046
H 3.719 -2.300 -1.657
H -3.437 -1.040 -1.405
H 1.696 -2.183 0.194
H -0.237 0.999 -0.785
Cl -0.800 2.123 3.624
C -0.410 0.510 4.019
C -1.163 -0.167 4.965
C -0.889 -1.515 5.259
C 0.151 -2.175 4.591
C 0.923 -1.514 3.651
C 0.691 -0.126 3.326
C 1.464 0.521 2.376
H -1.971 0.354 5.475
H -1.489 -2.037 6.003
H 0.357 -3.223 4.820
H 1.739 -2.030 3.135
H 1.448 1.598 2.264
H 2.208 -0.055 1.836
```

Output
Charge ... 0
HOMO ... -4.37 eV
E ... -40493.7153 eV
Kohn-Sham gap ... 3.972 eV

Atomic partial charges in e from the Mulliken method, atoms 1 to 6:
1. H 0.47
2. N 0.37
3. B 0.34
4. N 0.09
5. C -0.17
6. Be -0.93



(6)
C6H4FN | wB97M-V/def2-TZVPD

Structure (XYZ):
```
12
C6H4FN, DFT wB97M-V/def2-TZVPD
C -1.895 -1.648 -0.396
C -1.127 -0.826 0.085
C -0.439 0.330 0.519
C 0.174 1.155 -0.476
F -0.327 2.381 -0.615
C 1.117 0.564 0.581
C 1.846 -0.534 0.008
N 2.433 -1.265 -0.688
H -2.489 -2.601 -0.483
H -0.984 0.846 1.205
H 0.104 0.611 -1.387
H 1.586 0.987 1.647
```

Output
Charge ... 0
HOMO ... -10.12 eV
SMILES string ... C#C[C@@H]1[C@@H](F)[C@@H]1C#N
E ... -10489.5994 eV
Kohn-Sham gap ... 10.855 eV

Atomic partial charges in e from the Mulliken method, atoms 1 to 6:
1. C 0.09
2. C -0.77
3. C -0.14
4. C 0.01
5. F -0.32
6. C -0.29



(7)
C48H75NO14S5 | wB97M-V/def2-TZVPD

Structure (XYZ):
```
143
C48H75NO14S5, DFT wB97M-V/def2-TZVPD
C -0.985 4.485 1.925
C -0.569 4.408 0.377
C -1.728 4.883 -0.589
C -3.106 4.122 -0.371
C -3.416 3.089 -1.532
C -2.374 1.898 -1.561
C -2.976 0.596 -0.873
C -2.020 -0.111 0.134
C -2.575 -0.486 1.466
C -1.758 -1.179 2.451
C -0.329 -1.537 2.243
C 0.555 -2.272 3.294
C 0.092 -2.144 4.784
O 0.459 -3.020 5.550
N -0.701 -1.049 5.332
C 0.050 -0.257 6.341
C -1.867 -1.630 6.082
C 0.207 -1.171 0.916
C -0.627 -0.477 -0.106
C 0.035 -0.127 -1.474
O -0.555 -0.265 -2.519
C 1.523 0.364 -1.379
C 2.006 1.435 -2.223
C 3.428 1.875 -2.100
C 4.265 1.151 -1.148
C 3.762 0.049 -0.286
C 4.772 -0.650 0.697
O 5.756 -1.340 -0.090
C 5.178 -2.348 -0.941
C 5.225 -2.021 -2.482
C 2.361 -0.353 -0.370
C 1.689 -1.456 0.502
O 2.233 -2.475 0.875
H -1.675 5.369 2.049
H -1.582 3.562 2.156
H -0.058 4.559 2.551
H 0.363 5.024 0.205
H -0.258 3.336 0.202
H -1.873 6.002 -0.555
H -1.404 4.657 -1.654
H -3.957 4.860 -0.312
H -3.146 3.554 0.607
H -4.452 2.683 -1.340
H -3.435 3.603 -2.542
H -2.209 1.633 -2.649
H -1.355 2.174 -1.169
H -3.254 -0.128 -1.684
H -3.922 0.880 -0.331
H -3.636 -0.223 1.685
H -2.237 -1.434 3.432
H 0.493 -3.375 3.045
H 1.653 -2.022 3.219
H 0.639 0.544 5.815
H -0.722 0.297 6.955
H 0.654 -0.871 7.062
H -1.584 -1.810 7.167
H -2.167 -2.640 5.676
H -2.741 -0.918 6.107
H 1.320 1.945 -2.941
H 3.786 2.723 -2.730
H 5.348 1.435 -1.054
H 5.301 0.134 1.311
H 4.280 -1.348 1.425
H 4.126 -2.633 -0.677
H 5.801 -3.282 -0.788
H 6.215 -2.302 -2.941
H 5.039 -0.947 -2.740
H 4.408 -2.614 -2.995
O 4.088 -6.740 -2.062
S 2.878 -5.951 -2.134
O 2.716 -4.889 -3.090
C 1.484 -7.062 -2.262
C 1.102 -7.357 -0.815
C 1.179 -6.015 -0.082
C 2.493 -5.343 -0.492
H 1.769 -7.952 -2.821
H 0.683 -6.533 -2.780
H 0.107 -7.800 -0.746
H 1.817 -8.059 -0.375
H 0.335 -5.387 -0.383
H 1.123 -6.141 1.000
H 2.397 -4.260 -0.523
H 3.310 -5.625 0.173
O -4.466 5.902 -2.500
S -4.600 5.454 -3.863
O -3.863 4.328 -4.381
C -6.335 5.220 -4.214
C -6.807 6.584 -4.705
C -5.710 7.091 -5.646
C -4.365 6.860 -4.949
H -6.852 4.882 -3.318
H -6.417 4.469 -5.002
H -7.773 6.516 -5.208
H -6.914 7.269 -3.859
H -5.743 6.525 -6.581
H -5.847 8.144 -5.896
H -3.575 6.635 -5.664
H -4.080 7.715 -4.337
O 4.803 -3.663 -5.915
S 3.920 -4.793 -6.076
O 3.046 -5.239 -5.017
C 2.959 -4.553 -7.565
C 3.810 -5.171 -8.668
C 4.352 -6.482 -8.091
C 4.876 -6.184 -6.683
H 2.765 -3.492 -7.715
H 2.019 -5.094 -7.444
H 3.229 -5.337 -9.577
H 4.643 -4.505 -8.916
H 3.542 -7.216 -8.035
H 5.135 -6.907 -8.721
H 4.741 -7.032 -6.014
H 5.926 -5.889 -6.702
O -6.108 4.428 1.106
S -5.577 4.940 2.346
O -4.237 4.647 2.787
C -5.822 6.709 2.378
C -7.205 6.887 2.995
C -7.269 5.900 4.165
C -6.731 4.556 3.662
H -5.746 7.112 1.370
H -5.048 7.140 3.016
H -7.368 7.914 3.323
H -7.977 6.639 2.261
H -6.641 6.264 4.983
H -8.284 5.797 4.552
H -6.212 4.010 4.448
H -7.526 3.939 3.244
O 4.677 -1.338 4.365
S 4.516 -1.279 5.798
O 4.097 -0.074 6.474
C 3.460 -2.625 6.306
C 4.417 -3.785 6.548
C 5.614 -3.188 7.295
C 6.011 -1.900 6.568
H 2.724 -2.829 5.532
H 2.961 -2.326 7.229
H 3.940 -4.584 7.119
H 4.748 -4.203 5.593
H 5.323 -2.957 8.323
H 6.450 -3.888 7.341
H 6.399 -1.151 7.257
H 6.740 -2.093 5.781
```

Output
Charge ... 0
HOMO ... -8.49 eV
SMILES string ... CCCCCCCc1ccc(CC(=O)N(C)C)c2c1C(=O)c1cccc(COCC)c1C2=O.O=S1(=O)CCCC1.O=S1(=O)CCCC1.O=S1(=O)CCCC1.O=S1(=O)CCCC1.O=S1(=O)CCCC1
E ... -135316.6350 eV
Kohn-Sham gap ... 8.260 eV

Atomic partial charges in e from the Mulliken method, atoms 1 to 6:
1. C -0.97
2. C 0.00
3. C -0.87
4. C 0.47
5. C -0.51
6. C 0.47



(8)
C11H19LiN4O8 | wB97M-V/def2-TZVPD

Structure (XYZ):
```
43
C11H19LiN4O8, DFT wB97M-V/def2-TZVPD
Li 1.059 0.470 -0.609
C -0.675 3.060 -3.053
C -1.532 3.310 -1.753
C -2.994 3.712 -1.911
O -3.542 4.219 -0.993
C -3.652 3.548 -3.216
C -2.864 3.181 -4.280
C -1.339 3.034 -4.225
O -0.547 3.063 -5.295
O -3.562 2.840 -5.336
O -1.043 2.980 -0.715
H 0.397 3.184 -3.054
H -4.722 3.554 -3.360
C -1.978 -3.752 -1.843
C -2.069 -2.603 -0.763
C -3.248 -2.956 0.212
O -0.928 -2.383 0.005
H -1.850 -4.765 -1.460
H -1.156 -3.598 -2.543
H -2.871 -3.721 -2.468
H -2.371 -1.697 -1.290
H -3.156 -3.906 0.737
H -4.223 -2.790 -0.247
H -3.313 -2.138 0.930
C 4.784 0.120 2.071
O 3.872 0.722 1.603
N 5.863 0.732 2.577
N 5.044 -1.127 1.881
H 5.754 1.734 2.632
H 6.454 0.112 3.113
H 4.403 -1.705 1.355
H 5.526 -1.774 2.488
C 0.133 -0.367 5.150
O 0.459 -0.330 6.298
N 0.267 0.631 4.310
N -0.392 -1.389 4.630
H -0.028 0.522 3.350
H 0.565 1.519 4.688
H -0.684 -2.150 5.226
H -0.554 -1.423 3.633
O 3.257 -0.392 -2.661
H 3.862 0.000 -3.291
H 3.592 -1.279 -2.526
```

Output
Charge ... -2
HOMO ... -0.05 eV
E ... -34257.2077 eV
Kohn-Sham gap ... 3.022 eV

Atomic partial charges in e from the Mulliken method, atoms 1 to 6:
1. Li 0.78
2. C -0.62
3. C 0.40
4. C 0.30
5. O -0.68
6. C -0.58



(9)
C5H10NO | wB97M-V/def2-TZVPD

Structure (XYZ):
```
17
C5H10NO, DFT wB97M-V/def2-TZVPD
C -1.597 0.976 -0.118
C -0.171 0.699 0.165
C -2.506 -0.307 0.019
C 0.264 -1.856 -0.015
C 1.861 -0.778 0.029
N 0.461 -0.531 -0.465
O -2.042 -1.407 -0.001
H -2.099 1.665 0.530
H -1.920 1.228 -1.194
H 0.478 1.646 -0.162
H -0.008 0.502 1.268
H -3.660 -0.305 -0.014
H -0.100 -1.801 1.050
H 1.971 -0.313 1.072
H 2.105 -1.878 0.248
H 2.685 -0.349 -0.653
H 0.503 -0.724 -1.573
```

Output
Charge ... +1
HOMO ... -13.96 eV
E ... -8872.0397 eV
Kohn-Sham gap ... 10.029 eV

Atomic partial charges in e from the Mulliken method, atoms 1 to 6:
1. C -0.74
2. C -0.35
3. C 0.06
4. C -0.53
5. C -0.68
6. N 0.03



(10)
C30H32BBaCl3N11OSSiTe | wB97M-V/def2-TZVPD

Structure (XYZ):
```
82
C30H32BBaCl3N11OSSiTe, DFT wB97M-V/def2-TZVPD
Ba -0.797 0.400 0.213
C 1.421 0.597 4.044
C 2.414 0.446 2.936
C 3.755 0.874 2.890
C 4.200 0.487 1.652
N 3.178 -0.134 1.017
N 2.079 -0.169 1.814
B 3.095 -0.931 -0.300
N 2.372 -2.266 -0.013
C 2.911 -3.450 0.347
C 1.886 -4.275 0.754
C 0.725 -3.485 0.618
C -0.699 -3.833 0.936
N 1.034 -2.285 0.157
N 2.313 -0.110 -1.351
C 2.401 1.225 -1.545
C 1.818 1.509 -2.758
C 1.413 0.251 -3.261
C 0.772 -0.076 -4.572
N 1.698 -0.715 -2.399
N 4.492 -1.273 -0.915
C 4.651 -2.164 -1.916
C 5.940 -2.052 -2.383
C 6.505 -1.024 -1.602
C 7.882 -0.437 -1.679
N 5.626 -0.555 -0.730
H 1.733 0.036 4.929
H 0.448 0.218 3.729
H 1.309 1.646 4.321
H 4.300 1.423 3.642
H 5.155 0.605 1.168
H 3.975 -3.618 0.310
H 1.961 -5.296 1.097
H -0.794 -4.895 1.162
H -1.358 -3.591 0.101
H -1.052 -3.273 1.807
H 2.877 1.865 -0.817
H 1.706 2.477 -3.221
H 1.521 -0.437 -5.284
H 0.286 0.800 -4.998
H 0.018 -0.848 -4.441
H 3.831 -2.789 -2.235
H 6.405 -2.624 -3.172
H 8.577 -1.136 -2.146
H 8.249 -0.192 -0.681
H 7.884 0.484 -2.268
N -5.247 -0.751 -2.061
C -3.863 -0.508 -2.012
S -2.995 -1.527 -0.860
N -3.452 0.423 -2.781
N -2.146 0.670 -3.096
C -1.760 1.889 -3.037
C -2.482 3.007 -2.407
C -2.666 4.217 -3.067
C -3.380 5.252 -2.486
C -3.912 5.063 -1.208
C -3.703 3.883 -0.517
C -2.944 2.840 -1.084
O -2.624 1.761 -0.409
H -5.609 -1.026 -1.160
H -5.737 0.044 -2.449
H -0.806 2.088 -3.520
H -2.257 4.337 -4.066
H -3.518 6.190 -3.009
H -4.477 5.860 -0.737
H -4.083 3.742 0.487
Te -4.101 0.272 1.485
C -4.844 -0.977 3.055
C -5.963 -0.604 3.802
C -6.382 -1.354 4.897
C -5.702 -2.511 5.255
C -4.603 -2.912 4.505
C -4.179 -2.153 3.422
H -6.511 0.291 3.528
H -7.244 -1.034 5.470
H -6.024 -3.092 6.111
H -4.065 -3.815 4.772
H -3.317 -2.473 2.847
Cl 1.752 3.802 2.314
Si 0.032 3.126 1.175
Cl 0.195 4.502 -0.464
Cl -1.499 4.067 2.350
```

Output
Spin multiplicity ... 2
Charge ... -2
HOMO (spin up / spin down) ... -2.31 / -2.55 eV
E ... -115022.1470 eV
Kohn-Sham gap (spin up / spin down) ... 6.212 / 5.991 eV

Atomic partial charges in e from the Mulliken method, atoms 1 to 6:
1. Ba 1.55
2. C -1.25
3. C 0.50
4. C -1.08
5. C -0.39
6. N 1.48



(11)
CH7N4 | wB97M-V/def2-TZVPD

Structure (XYZ):
```
12
CH7N4, DFT wB97M-V/def2-TZVPD
C -0.176 -0.932 -0.586
N -0.485 -0.289 0.487
N -0.389 -2.268 -0.769
N 0.845 1.534 1.167
N -0.292 1.058 0.528
H 0.027 -0.338 -1.443
H 0.145 -2.540 -1.500
H -0.652 -2.837 0.018
H 0.967 2.502 0.920
H 1.646 1.030 0.777
H -0.124 1.576 -0.887
H -1.083 1.691 0.811
```

Output
Charge ... +1
HOMO ... -15.01 eV
E ... -7100.0818 eV
Kohn-Sham gap ... 9.807 eV

Atomic partial charges in e from the Mulliken method, atoms 1 to 6:
1. C 0.07
2. N -0.58
3. N -0.29
4. N -0.54
5. N 0.26
6. H 0.24